{"formula": "C20H35BrN3O2", "method": "ωB97M-V/def2-TZVPD", "orbital_gap_ev": 6.8, "homo_ev": -11.118, "molar_mass_g_mol": 429.423, "charge": 1, "symbols": ["Br", "C", "C", "C", "N", "C", "C", "C", "C", "C", "C", "C", "C", "C", "H", "H", "H", "H", "H", "H", "H", "H", "H", "H", "H", "H", "H", "C", "C", "C", "O", "C", "N", "H", "H", "H", "H", "H", "H", "H", "H", "H", "H", "H", "C", "C", "C", "O", "C", "N", "H", "H", "H", "H", "H", "H", "H", "H", "H", "H", "H"], "xyz": [[-6.081, -1.730, -1.190], [-4.213, -2.347, -0.862], [-3.449, -2.744, -2.179], [-3.554, -1.668, -3.341], [-2.668, -0.521, -2.936], [-1.320, -0.589, -3.295], [-0.400, 0.503, -2.900], [-1.000, 1.646, -2.108], [-0.133, 2.793, -1.644], [-0.809, 3.855, -0.861], [-2.284, 3.823, -0.545], [-3.127, 2.708, -1.005], [-2.446, 1.639, -1.782], [-3.265, 0.492, -2.239], [-3.696, -1.457, -0.392], [-4.177, -3.149, -0.070], [-2.348, -2.786, -1.897], [-3.724, -3.757, -2.585], [-3.157, -2.107, -4.305], [-4.597, -1.329, -3.562], [-0.976, -1.472, -3.882], [0.683, 0.479, -3.187], [0.955, 2.793, -1.896], [-0.159, 4.704, -0.518], [-2.742, 4.667, 0.026], [-4.216, 2.725, -0.751], [-4.354, 0.439, -1.987], [2.448, -2.895, 1.048], [1.511, -1.842, 0.441], [0.134, -2.378, 0.063], [0.119, -3.157, -1.111], [0.568, -4.496, -0.953], [2.173, -1.220, -0.709], [2.894, -3.552, 0.300], [3.275, -2.406, 1.566], [1.922, -3.518, 1.777], [1.358, -1.071, 1.203], [-0.512, -1.518, -0.147], [-0.337, -2.918, 0.894], [0.277, -4.914, 0.014], [1.649, -4.549, -1.083], [0.116, -5.099, -1.743], [1.591, -0.449, -1.030], [2.138, -1.890, -1.476], [3.437, 2.310, 4.584], [3.676, 1.795, 3.167], [3.165, 2.722, 2.047], [1.749, 2.702, 1.863], [1.011, 3.457, 2.792], [3.078, 0.476, 3.032], [2.406, 2.172, 4.913], [4.067, 1.770, 5.293], [3.682, 3.372, 4.664], [4.760, 1.705, 3.044], [3.582, 2.367, 1.100], [3.530, 3.750, 2.175], [1.535, 4.371, 3.086], [0.778, 2.850, 3.669], [0.062, 3.734, 2.328], [3.340, 0.100, 2.122], [2.070, 0.607, 2.959]]}